(1)
C32H25CaCl3N7O5S as an isolated structure. Source: the Open Molecules 2025 dataset; level of theory: ωB97M-V/def2-TZVPD.

HOMO level (spin up / spin down) = -4.28 / -4.52 eV
ΔE to the lowest compared entry with this formula, charge and spin = 1160.55 kJ/mol

The geometry in ORCA input format:
```
! RIJCOSX wB97M-V def2-TZVPD def2/J DEFGRID3
* xyz -1 1
Ca 0.51 -0.39 -0.45
O -3.57 -1.89 -1.90
C -2.53 -1.40 -1.41
N -1.44 -2.03 -0.98
C -1.65 -3.47 -1.09
C -0.45 -4.36 -1.03
C -0.50 -5.66 -0.70
C 0.70 -6.47 -0.75
C 1.88 -5.94 -1.12
C 1.93 -4.53 -1.49
N 0.75 -3.76 -1.49
C -2.57 0.09 -1.18
C -3.25 0.58 -0.06
C -3.36 1.94 0.12
C -2.79 2.79 -0.82
C -2.13 2.22 -1.89
N -2.01 0.90 -2.08
H -2.17 -3.70 -2.04
H -2.34 -3.82 -0.31
H -1.44 -6.11 -0.42
H 0.64 -7.51 -0.48
H 2.79 -6.53 -1.15
H 2.67 -4.21 -2.21
H -3.73 -0.13 0.61
H -3.88 2.35 0.98
H -2.83 3.86 -0.71
H -1.65 2.84 -2.63
O -0.95 3.24 2.10
C 0.04 4.12 1.81
C 0.19 5.24 2.62
C 1.18 6.16 2.33
C 2.03 5.98 1.24
C 1.86 4.87 0.44
C 0.87 3.93 0.70
C 0.70 2.73 -0.16
O 0.03 1.73 0.30
N 1.22 2.77 -1.37
N 1.04 1.57 -1.99
C 1.18 1.56 -3.25
C 0.87 0.32 -3.97
C 0.81 0.33 -5.36
C 0.39 -0.81 -6.02
C 0.03 -1.91 -5.27
C 0.14 -1.84 -3.89
N 0.57 -0.76 -3.24
H -0.77 2.47 1.49
H -0.47 5.36 3.47
H 1.31 7.02 2.98
H 2.81 6.69 1.04
H 2.51 4.69 -0.41
H 1.42 2.46 -3.80
H 1.06 1.24 -5.90
H 0.32 -0.82 -7.10
H -0.34 -2.82 -5.73
H -0.12 -2.68 -3.27
Cl 1.70 -1.28 2.78
C 2.52 0.00 2.14
Cl 3.09 -0.06 0.47
Cl 0.70 -3.69 5.69
C 2.63 1.26 3.03
O 2.10 1.05 4.15
O 3.22 2.23 2.56
S 1.83 -3.21 -0.14
C -0.19 -1.13 2.00
N -0.95 -0.29 2.63
C -0.91 0.48 3.85
C -0.34 0.19 5.01
C 0.31 -1.03 5.49
C -0.13 -2.25 5.19
H -1.71 0.05 2.03
H -1.30 1.47 3.68
H -0.30 1.03 5.70
H 1.25 -0.87 6.00
H -1.03 -2.44 4.63
*
```

---

(2)
C23H27N5O3PdS5Se as an isolated structure. Source: the Open Molecules 2025 dataset; level of theory: ωB97M-V/def2-TZVPD.

HOMO level (spin up / spin down) = -13.63 / -13.72 eV
ΔE to the lowest compared entry with this formula, charge and spin = 321.03 kJ/mol
expectation value of S² = 6.065

The geometry in ORCA input format:
```
! RIJCOSX wB97M-V def2-TZVPD def2/J DEFGRID3
* xyz 2 5
Pd -0.05 -0.16 0.53
C 2.87 1.46 -0.38
C 2.20 2.70 0.17
S 0.37 2.52 0.30
C 0.08 3.06 2.02
C 0.78 2.27 3.11
S 0.35 0.48 3.09
C 1.98 -0.37 3.18
C 3.03 0.04 2.16
S 2.44 -0.12 0.43
H 2.58 1.30 -1.41
H 3.96 1.56 -0.34
H 2.58 2.97 1.16
H 2.39 3.54 -0.50
H 0.37 4.11 2.08
H -1.01 2.99 2.14
H 1.86 2.36 3.07
H 0.45 2.66 4.07
H 2.37 -0.23 4.19
H 1.70 -1.42 3.06
H 3.39 1.06 2.31
H 3.89 -0.63 2.26
N 0.61 -2.39 -0.29
C -0.27 -3.21 -1.03
C -0.35 -4.58 -0.78
C -1.20 -5.37 -1.52
C -1.94 -4.75 -2.50
C -1.92 -3.41 -2.77
C -1.06 -2.63 -2.01
S -3.17 -5.84 -3.40
O -2.30 -6.89 -3.82
O -3.70 -4.93 -4.36
O -3.97 -6.06 -2.21
H 0.97 -2.90 0.52
H 1.39 -2.09 -0.87
H 0.27 -5.04 -0.01
H -1.28 -6.44 -1.35
H -2.54 -3.00 -3.55
H -1.01 -1.55 -2.16
Se -3.28 0.55 0.84
N -1.98 0.52 -0.37
C -2.33 1.29 -1.40
C -1.55 1.55 -2.54
C -2.06 2.39 -3.50
C -3.32 3.01 -3.34
C -4.10 2.79 -2.24
C -3.63 1.90 -1.25
N -4.27 1.58 -0.12
H -0.57 1.10 -2.63
H -1.48 2.59 -4.39
H -3.65 3.68 -4.12
H -5.05 3.27 -2.10
C -4.25 -5.89 0.82
C -4.12 -4.44 0.60
C -5.08 -3.71 -0.13
C -4.87 -2.35 -0.24
N -3.83 -1.77 0.34
C -2.92 -2.51 0.98
S -1.66 -1.70 1.80
N -3.05 -3.82 1.08
H -5.19 -6.11 1.34
H -3.41 -6.27 1.39
H -4.31 -6.38 -0.15
H -5.93 -4.19 -0.58
H -5.54 -1.70 -0.78
*
```